[1]
Below is a molecular structure, C30H49Ge2IrN2O3PTe, with properties calculated with ωB97M-V with the def2-TZVPD basis set.

As for the charge: +1. As for the HOMO energy: -10.77 eV. For the calculated total energy, the calculation gives -173475.20633 eV. The calculation puts the LUMO energy at -5.19 eV. As for the energy relative to the best compared isomer or geometry (same formula, charge and spin): 21.6 kcal per mole. As for the orbital gap: 0.20489 Eh.

Last column: Mulliken charge in e.
CARTESIAN COORDINATES (ANGSTROEM)
1 Ir -0.3564 -0.1792 -0.0836  2.96
2 Te 0.8795 -2.3289 -0.5885  -0.08
3 Ge 2.0947 0.4566 0.2305  -1.14
4 Ge -0.3281 2.2907 -0.7148  -0.34
5 P -0.4441 -0.2856 2.1939  -1.03
6 O -1.8758 0.0811 2.7856  -0.30
7 O 0.5129 0.6704 2.7772  -0.51
8 O -0.2351 -1.8069 2.6062  0.41
9 N -3.3610 -0.4460 -1.1436  -0.32
10 N -0.9775 -5.7804 -0.2499  0.23
11 C 1.5237 4.6369 -0.2657  0.30
12 C -1.7088 -4.5251 -0.1794  -1.59
13 C 2.0250 7.3637 -0.6855  -0.43
14 C -0.1425 -2.1025 4.0306  -0.50
15 C -2.2840 -0.3610 -0.7382  0.23
16 C 4.4779 0.8717 -1.4058  -1.22
17 C 1.2826 3.1905 -0.0530  -0.83
18 C -0.6931 -2.8855 -1.8926  -0.25
19 C 1.2977 -2.1236 4.4789  -1.21
20 C -2.8291 -3.8877 -2.3234  -0.34
21 C -3.2538 -1.9353 2.4252  -1.04
22 C -1.8519 -2.4282 -3.9654  -0.59
23 C -2.8996 -3.2377 -3.5483  -0.87
24 C 0.4791 5.5424 -0.4413  0.39
25 C 0.7226 6.8929 -0.6431  -1.10
26 C -1.9503 2.4655 0.4203  0.46
27 C -2.3152 3.8995 0.8231  -1.80
28 C 3.1358 -0.6046 1.5220  0.08
29 C -3.1729 -0.4258 2.4611  0.06
30 C 3.0082 0.4798 -1.5378  -0.19
31 C -0.6887 2.3378 -2.6482  -0.29
32 C 2.1300 2.3745 0.5877  0.31
33 C 3.9456 0.2824 2.4676  -1.55
34 C -1.2921 -6.6022 -1.3983  -0.93
35 C -0.9039 3.7587 -3.1826  -1.30
36 C 3.0792 6.4712 -0.5428  -0.85
37 C 2.8323 5.1229 -0.3449  -0.56
38 C -1.7376 -3.7297 -1.4734  1.34
39 C 0.4375 -5.7118 0.0176  -0.78
40 C -0.7520 -2.2596 -3.1407  -0.31
41 H -2.5339 4.5314 -0.0383  0.39
42 H 2.4787 1.2210 -2.1483  0.12
43 H 3.7910 -1.2802 0.9648  0.63
44 H -0.7203 -1.3640 4.5883  0.44
45 H 4.1003 6.8255 -0.5995  0.41
46 H -1.8017 1.8878 1.3344  0.06
47 H 4.9531 0.9786 -2.3823  0.40
48 H 4.6597 0.9058 1.9248  0.40
49 H 0.0710 -1.6342 -3.4650  0.51
50 H 3.2863 0.9406 3.0363  0.33
51 H -2.7402 -4.7414 0.1165  0.53
52 H -3.7624 -3.3826 -4.1865  0.44
53 H 2.4457 -1.2217 2.0979  -0.08
54 H -3.8250 -0.0183 3.2303  0.47
55 H -4.2849 -2.2372 2.2324  0.47
56 H -1.8880 -1.9364 -4.9289  0.45
57 H 3.6653 4.4346 -0.2764  0.32
58 H 2.2194 8.4165 -0.8435  0.40
59 H -0.6179 -3.0745 4.1416  0.38
60 H -2.6200 -2.3500 1.6403  0.04
61 H -2.7722 2.0042 -0.1309  0.16
62 H 1.0324 -5.3185 -0.8338  0.24
63 H 1.3488 -2.3816 5.5376  0.45
64 H -2.9491 -2.3623 3.3807  0.26
65 H 0.6302 -5.0906 0.8895  0.19
66 H 1.8661 -2.8658 3.9162  0.30
67 H -0.8698 -7.5967 -1.2534  0.36
68 H 3.0175 2.7939 1.0616  0.80
69 H 1.7508 -1.1416 4.3398  0.23
70 H -0.8980 -6.1951 -2.3429  0.30
71 H 4.5132 -0.3218 3.1773  0.38
72 H -3.4858 0.0049 1.5011  0.01
73 H 4.5941 1.8242 -0.8805  0.19
74 H -1.7410 4.2558 -2.6875  0.28
75 H -1.2658 -3.9184 0.6105  -0.02
76 H -0.0180 4.3784 -3.0404  0.36
77 H -0.5417 5.1985 -0.4134  0.42
78 H -1.1253 3.7297 -4.2504  0.42
79 H -4.2630 -0.5157 -1.5667  0.16
80 H -2.3738 -6.7089 -1.4992  0.30
81 H 2.9063 -0.4799 -2.0448  0.42
82 H -3.2108 3.8710 1.4466  0.43
83 H -3.6418 -4.5358 -2.0145  0.47
84 H -1.5691 1.7183 -2.8336  0.35
85 H 5.0397 0.1213 -0.8448  0.33
86 H 0.8199 -6.7143 0.2202  0.38
87 H -1.5232 4.3645 1.4078  0.43
88 H 0.1501 1.8626 -3.1608  0.39
89 H -0.1080 7.5764 -0.7670  0.41



[2]
Below is a molecular structure, C48H51BBrCl4F6N9O6PbS6, with properties calculated with ωB97M-V with the def2-TZVPD basis set.

As for the charge: -2. As for the HOMO energy: -2.60 eV. For the calculated total energy, the calculation gives -283682.89756 eV. The calculation puts the LUMO energy at 3.63 eV. As for the energy relative to the best compared isomer or geometry (same formula, charge and spin): 0.0 kcal per mole. As for the orbital gap: 0.22906 Eh.

Last column: Mulliken charge in e.
CARTESIAN COORDINATES (ANGSTROEM)
1 Pb 0.0234 -1.0338 0.5503  0.56
2 Br -2.2335 -1.4112 -3.3782  -0.08
3 Cl 1.1886 -3.0885 -1.3730  0.04
4 Cl 3.4166 -5.1898 3.1753  -0.25
5 Cl 2.4161 4.9472 -4.3964  -0.19
6 Cl -1.8722 1.7745 -5.4331  -0.16
7 S -1.9792 1.6331 1.2851  0.19
8 S 2.2075 0.8239 0.7857  0.29
9 S 1.6181 -2.9119 1.9304  -0.07
10 S -2.4025 -5.2479 -2.5972  1.13
11 S -0.6179 -1.1731 3.4844  -0.28
12 S -1.9990 -4.7704 0.1652  1.24
13 F -4.3782 -4.1662 1.1464  -0.20
14 F -1.1647 -7.5612 -2.0442  -0.20
15 F -3.0711 -5.2165 2.5144  -0.20
16 F -4.0590 -6.2937 0.9247  -0.21
17 F -3.2514 -7.5372 -1.4663  -0.23
18 F -2.6992 -7.6594 -3.5518  -0.24
19 O 0.9871 -0.4464 -3.5360  -0.84
20 O 0.4921 0.5087 -1.5530  0.77
21 O -3.5556 -5.0547 -3.4301  -0.69
22 O -1.5495 -3.5496 0.7747  -0.29
23 O -1.0975 -4.9918 -3.1299  -0.60
24 O -1.1600 -5.9331 0.2402  -0.69
25 N -0.7279 1.4612 4.1668  -0.01
26 N 0.9449 2.2544 -4.7105  0.66
27 N -2.6816 -4.5299 -1.2182  -0.32
28 N -2.8085 -1.2730 -0.7189  0.88
29 N 3.6234 -0.0116 3.0061  0.84
30 N 1.7424 1.0151 3.4682  0.91
31 N 0.2966 2.8118 2.2286  0.35
32 N -2.5623 0.3816 4.6687  0.79
33 N -0.3598 3.6187 0.2976  0.70
34 C 3.2676 -6.3622 -0.6174  -0.57
35 C 2.2453 -4.1779 0.9185  -0.25
36 C 1.2024 0.3114 -2.5828  -0.52
37 C 2.0518 -4.2995 -0.4716  0.17
38 C -3.3683 -1.1414 -1.8974  -0.22
39 C -1.3192 0.2417 4.1082  0.08
40 C -3.9085 -0.6668 6.4112  -1.85
41 C -2.7245 1.7041 5.0639  -0.35
42 C 2.8279 2.1802 -6.2633  -0.13
43 C 1.1451 3.8428 1.8873  -1.50
44 C 0.2690 3.3864 -5.0667  -0.70
45 C -1.1664 4.0298 -0.8927  1.82
46 C 4.1318 1.8060 -6.5504  -0.61
47 C 0.8146 4.6824 -5.0229  0.94
48 C -2.2616 4.9715 -0.3919  -2.09
49 C -3.6829 -0.5737 4.8994  1.72
50 C -0.2370 4.7675 -1.8624  -1.82
51 C -1.5956 2.3552 4.7532  -1.52
52 C 3.4412 -0.0615 4.3797  -0.48
53 C -1.0954 3.3235 -5.4215  0.56
54 C -5.5024 -0.6955 -0.9695  -0.71
55 C -1.2491 5.6966 -5.7296  -0.52
56 C 3.5251 -6.2781 0.7403  -0.77
57 C 2.3051 1.9597 -4.9976  -0.75
58 C 4.3539 0.9527 -4.3150  -0.68
59 C 4.9119 -0.3406 2.3216  1.57
60 C 4.8929 1.1767 -5.5748  -0.74
61 C 2.5305 -5.3588 -1.2225  -0.76
62 C 5.4913 0.9663 1.7762  -1.69
63 C -4.9160 0.0118 4.1976  -1.43
64 C 2.5456 0.6210 2.4553  -1.06
65 C 3.0652 1.3620 -3.9941  0.51
66 C -0.6483 2.6859 1.2555  -0.50
67 C 4.7452 -1.3722 1.2088  -1.19
68 C -3.4614 -1.9861 4.3668  -2.04
69 C 0.7477 4.3480 0.7102  -0.37
70 C -3.5800 -1.1344 0.3590  0.29
71 C -4.9296 -0.8460 0.2876  -0.65
72 C -1.8402 4.4417 -5.7368  -0.56
73 C 2.2863 0.5689 4.6527  -1.53
74 C 3.0276 -5.2133 1.4694  0.23
75 C 2.4781 1.1948 -2.6308  0.25
76 C -1.7807 2.8561 -1.6620  -1.53
77 C -4.7144 -0.8470 -2.0940  -0.69
78 C 5.8780 -0.9253 3.3502  -2.40
79 C -3.4621 -5.1388 1.2349  0.48
80 C -2.3686 -7.1053 -2.3696  0.47
81 C 0.0817 5.8058 -5.3669  -0.62
82 B 0.5664 2.0432 3.5459  0.56
83 H 4.1013 -7.0393 1.2491  0.39
84 H -2.6045 -2.4723 4.8230  0.44
85 H 0.5641 6.7720 -5.3053  0.40
86 H 4.5404 1.9817 -7.5381  0.38
87 H 6.8033 -1.1754 2.8310  0.47
88 H -2.6320 2.4276 -1.1450  0.58
89 H -3.6307 2.0684 5.5087  0.53
90 H -3.0255 -1.0887 6.8935  0.38
91 H 3.6365 -7.1981 -1.1972  0.33
92 H 4.1175 -0.5663 5.0399  0.51
93 H -3.0772 -1.2633 1.3122  -0.05
94 H 1.9848 4.1038 2.5066  0.58
95 H -4.6646 0.2689 3.1673  0.06
96 H 2.2014 2.6368 -7.0215  0.43
97 H -2.8830 4.3152 -5.9941  0.42
98 H -4.3644 -2.5547 4.6042  0.61
99 H 0.6389 4.1578 -2.0916  0.20
100 H -0.7773 4.9474 -2.7918  0.46
101 H 5.9038 0.8558 -5.7954  0.38
102 H 6.4570 0.7683 1.3065  0.49
103 H -4.7591 -1.3203 6.6131  0.44
104 H -2.9272 4.4339 0.2859  0.30
105 H -5.2882 0.9102 4.6924  0.41
106 H 4.0249 -1.0494 0.4622  0.09
107 H 4.8235 1.3992 1.0324  0.25
108 H -5.1112 -0.7603 -3.0946  0.49
109 H -6.5571 -0.4697 -1.0726  0.41
110 H 3.2080 0.7579 -1.9453  0.15
111 H 5.6347 1.6865 2.5861  0.36
112 H 4.9458 0.4622 -3.5508  0.50
113 H -3.3101 -2.0092 3.2916  0.14
114 H 2.1972 2.1674 -2.2201  0.03
115 H 1.7851 0.7236 5.5917  0.61
116 H 2.3054 -5.3884 -2.2798  0.45
117 H 6.1164 -0.2163 4.1454  0.48
118 H -1.8239 6.5771 -5.9824  0.37
119 H -1.8295 5.8241 0.1386  0.38
120 H -1.3336 3.3913 4.8718  0.61
121 H 0.0900 5.7378 -1.4836  0.49
122 H 0.9420 2.8889 4.3370  -0.26
123 H -4.1122 0.3089 6.8545  0.39
124 H -5.7183 -0.7277 4.1918  0.51
125 H 5.4806 -1.8444 3.7840  0.43
126 H 5.7190 -1.5121 0.7317  0.56
127 H 4.4078 -2.3213 1.6183  0.22
128 H -5.5162 -0.7485 1.1914  0.41
129 H 0.3906 1.4286 -4.5042  0.02
130 H 1.1838 5.1280 0.1183  0.55
131 H -2.1095 3.2391 -2.6324  0.44
132 H -2.8460 5.3433 -1.2365  0.47
133 H -1.0457 2.0659 -1.8238  -0.13



[3]
Below is a molecular structure, C30H34BeGeN4OP, with properties calculated with ωB97M-V with the def2-TZVPD basis set.

As for the charge: -1. As for the HOMO energy (spin up / spin down): -4.80 / -2.39 eV. For the calculated total energy, the calculation gives -105877.79283 eV. The calculation puts the LUMO energy (spin up / spin down) at 2.70 / 2.71 eV. As for the orbital gap (spin up / spin down): 0.27560 / 0.18733 Eh.

Last column: natural (NBO) charge in e.
CARTESIAN COORDINATES (ANGSTROEM)
1 Ge 0.6263 -1.9140 3.1348  1.57
2 P -0.7193 -1.2538 -1.1569  0.80
3 O -2.7710 2.7867 -0.1977  -0.51
4 N -0.9859 1.4773 0.2467  -0.82
5 N 1.6254 0.3690 0.1289  -0.80
6 N 4.6836 1.7877 -2.9123  -0.50
7 N 3.7397 1.2337 -0.7007  -0.69
8 C -2.0765 -5.3051 0.6154  -0.22
9 C -3.1239 -1.3902 -2.5179  -0.11
10 C -0.1346 -2.5024 -3.7077  -0.20
11 C -1.9214 3.5851 0.6150  -0.08
12 C 0.1584 -1.5377 -2.7437  -0.33
13 C -4.3052 -0.9383 -3.0660  -0.32
14 C -2.3187 -0.5991 -1.6930  -0.43
15 C 1.1180 -0.5700 -3.0536  -0.18
16 C -2.1118 -2.9014 0.5465  -0.12
17 C -1.1330 -5.3166 -0.3976  -0.22
18 C -2.7616 0.7335 -1.3505  -0.18
19 C 1.4713 -1.5283 -5.2229  -0.21
20 C -1.1822 -2.9023 -0.4982  -0.34
21 C 4.2035 1.5123 -1.8912  0.45
22 C -2.5517 -4.0907 1.1007  -0.24
23 C -0.6798 -4.1200 -0.9461  -0.21
24 C -3.9835 1.1831 -1.9579  -0.19
25 C -0.3381 -0.6460 2.0708  -1.30
26 C 2.2785 -1.1305 3.8914  -1.08
27 C 1.2003 -3.5262 2.1603  -1.09
28 C -0.8850 2.6137 1.1820  -0.05
29 C -4.7183 0.3875 -2.7847  -0.23
30 C 0.5260 4.6921 1.6702  -0.61
31 C 1.7784 -0.5651 -4.2739  -0.20
32 C 0.5355 3.1970 1.3316  -0.23
33 C 1.3123 2.4696 2.4362  -0.61
34 C -0.3868 -2.5320 4.7181  -1.09
35 C 2.6257 0.7841 -0.3049  0.63
36 C 0.5102 -2.4893 -4.9354  -0.22
37 C -2.1168 1.6015 -0.4487  0.52
38 Be 0.0057 0.0926 0.5255  1.56
39 H -2.4773 -1.9533 0.9228  0.23
40 H 2.9304 -0.7627 3.0949  0.23
41 H 0.3461 -4.0437 1.7189  0.23
42 H -1.3166 -3.0331 4.4362  0.22
43 H 1.1689 1.3906 2.3952  0.24
44 H 1.0469 3.0498 0.3765  0.21
45 H 2.3826 2.6747 2.3554  0.21
46 H -1.2027 2.2777 2.1815  0.18
47 H 1.7213 -4.2125 2.8330  0.21
48 H -2.5262 4.0582 1.3879  0.18
49 H 2.0433 -0.2908 4.5491  0.22
50 H 0.2526 -3.2364 -5.6770  0.20
51 H 0.1821 5.3172 0.8466  0.20
52 H -4.3218 2.1854 -1.7370  0.22
53 H 2.5341 0.1852 -4.4726  0.23
54 H -4.9036 -1.5854 -3.6949  0.20
55 H -0.7383 -6.2590 -0.7587  0.21
56 H -3.2668 -4.0760 1.9138  0.21
57 H -5.6286 0.7754 -3.2292  0.20
58 H 1.5351 5.0153 1.9319  0.21
59 H 0.9695 2.8174 3.4166  0.19
60 H 1.9745 -1.5325 -6.1813  0.21
61 H -0.1188 4.8830 2.5350  0.19
62 H -2.4351 -6.2387 1.0311  0.21
63 H 0.0949 -4.1345 -1.7010  0.22
64 H 2.8194 -1.8848 4.4691  0.21
65 H 0.2187 -3.2336 5.2983  0.21
66 H -2.8170 -2.4104 -2.7227  0.19
67 H -0.8682 -3.2743 -3.5174  0.21
68 H 1.3412 0.1946 -2.3237  0.23
69 H -1.4673 4.3581 -0.0080  0.17
70 H -0.6377 -1.6848 5.3615  0.22
71 H 1.8830 -3.2477 1.3522  0.23
72 H -1.1993 -0.2752 2.6432  0.16